Record 1
Below is 2 unconnected molecules or ions with the total composition C7H16N4O2 in a non-equilibrium geometry, with properties calculated with ωB97M-V/def2-TZVPD.

Geometry as XYZ:
```
29
Properties=species:S:1:pos:R:3:forces:R:3:mulliken_charge:R:1
C -1.833120 1.581726 -0.517867 -0.556 -2.041 0.881 0.6587
C -1.756427 -1.449297 -0.317619 -3.155 0.475 1.528 0.5776
C 3.611969 0.041380 -1.338491 1.930 -1.556 0.978 -1.2573
C -0.458803 1.362253 2.427064 -0.422 -1.087 -1.181 -0.8080
C 2.537168 -0.324479 -0.341398 -1.188 -1.321 -0.639 -0.4214
C 1.256157 0.572084 -0.596891 0.313 -2.203 1.474 -1.1733
C -0.068766 0.336946 0.163630 -1.521 0.243 -2.011 -0.1329
N -2.620102 -1.996092 -1.256380 5.779 0.514 -3.390 -0.4969
N -2.321362 -1.560139 0.945938 2.852 0.336 0.484 -0.6298
N -0.285172 0.195694 1.533790 2.118 -0.382 2.181 -0.3331
N -0.651541 -0.786848 -0.495247 -0.294 -1.902 -3.760 -0.1332
O -1.560229 2.709561 -0.605455 1.105 2.431 -0.336 -0.4921
O -2.751129 0.794424 -0.557740 0.549 -0.095 -0.135 -0.4814
H 4.147105 0.920196 -1.123825 -0.361 2.160 0.046 0.3409
H 3.135290 0.001801 -2.274957 -0.002 0.369 -1.548 0.3695
H 4.587022 -0.548649 -1.372248 -1.663 -0.577 0.104 0.3263
H -1.083414 2.023354 1.859700 -0.293 0.818 0.038 0.2715
H -1.086298 0.923172 3.241706 1.154 1.041 0.136 0.3138
H 0.535412 1.821050 2.581321 -0.797 0.044 0.869 0.2924
H 2.863179 -0.324101 0.672068 0.294 0.642 0.978 0.3431
H 2.313676 -1.403143 -0.466869 -0.257 0.373 -0.293 0.3369
H 1.486987 1.444572 -0.140661 1.294 3.504 0.556 0.4501
H 1.139979 0.697775 -1.675745 -0.344 0.149 0.165 0.5027
H -3.547146 -2.043417 -1.076767 -3.112 -0.091 1.081 0.2056
H -2.412844 -1.802408 -2.277137 -0.369 -0.276 1.997 0.2255
H -3.269906 -1.397420 0.941787 -2.665 -0.096 -0.440 0.3044
H -1.953054 -0.815189 1.549248 0.600 -0.546 -0.184 0.3512
H 0.464601 -0.338741 2.023361 -0.556 -0.109 -0.726 0.2730
H -0.419231 -0.636055 -1.504306 -0.431 -0.819 1.146 0.2164
```
Forces are in eV/Å.

Results
- Orbital gap: 7.5 eV
- Energy relative to the best compared isomer or geometry (same formula, charge and spin): 3.8625 eV
- Net charge: 0

=====

Record 2
Below is 12 unconnected molecules or ions with the total composition C47H86IN2O12 in a non-equilibrium geometry, with properties calculated with ωB97M-V/def2-TZVPD.

Geometry as XYZ:
```
148
Properties=species:S:1:pos:R:3:forces:R:3:mulliken_charge:R:1
C -1.838568 -1.454355 1.703948 0.174 -0.258 0.368 -1.4317
C -1.800194 -2.027163 0.169946 3.173 0.227 0.732 1.5652
C -0.419497 -2.900227 0.098726 0.416 0.036 0.093 -1.4638
C -1.590499 -0.814847 -0.877507 -0.200 0.199 -0.511 -1.6410
C -2.853637 -0.515263 -1.834179 -0.258 -0.952 0.298 0.2407
I -2.818608 1.674691 -2.187041 0.244 -1.073 -0.301 0.3325
C -2.816626 -1.345479 -3.225690 0.794 -2.489 -2.063 0.7657
C -2.109158 -2.759549 -3.297282 -2.533 2.866 -4.414 -0.2734
C -2.174929 -3.353851 -4.745876 -0.500 1.223 0.823 -0.3932
C -2.848444 -2.694378 -5.966470 0.682 0.830 3.974 -0.6321
N -3.468232 -1.419313 -5.842481 1.755 -2.386 3.133 -0.0497
C -3.442385 -0.846828 -4.544627 0.662 -0.733 1.024 -0.5204
C -4.188342 -0.785402 -0.978467 -0.332 0.371 -0.378 -1.1420
C -4.252148 -2.229299 -0.272460 -2.754 -0.001 -1.690 1.1892
C -5.081188 -2.078165 1.091522 -0.691 0.375 0.013 -1.2629
C -5.172331 -3.168284 -1.248547 0.060 -0.555 0.996 -1.4641
N -2.938467 -2.938078 -0.151307 -0.923 0.913 2.698 0.6537
O -3.068335 -3.924429 0.708722 0.736 0.608 -1.511 -0.5884
H -1.972925 -0.316042 1.709023 -0.198 -1.713 0.072 0.3415
H -2.616808 -2.005873 2.351111 1.123 1.062 -1.185 0.3019
H -0.825188 -1.647935 2.231887 -1.621 0.274 -1.052 0.3625
H 0.435589 -2.355678 0.660286 -1.536 -0.691 -0.989 0.3730
H -0.042013 -3.037342 -0.975322 -0.703 0.089 1.440 0.3342
H -0.516926 -3.924399 0.592868 -0.135 1.435 -0.669 0.3126
H -1.364543 0.171235 -0.318671 -0.342 -1.845 -0.730 0.4634
H -0.683687 -1.049671 -1.536133 -1.277 0.434 0.892 0.1593
H -1.632229 -3.275668 -2.403939 -0.743 0.732 -1.528 0.2389
H -1.670487 -4.375527 -4.916612 -0.917 1.792 0.279 0.3144
H -2.838049 -3.254974 -6.966365 -0.071 1.176 1.654 0.3319
H -3.983613 0.172051 -4.456409 1.037 -1.825 -0.262 0.1463
H -4.368934 0.055868 -0.202946 0.641 -1.378 -1.194 0.4222
H -5.094243 -0.712675 -1.697646 1.513 -0.071 1.201 0.3245
H -5.350846 -3.088602 1.584992 0.842 1.638 -0.821 0.2606
H -6.104327 -1.613171 0.802689 1.705 -0.642 0.332 0.2412
H -4.624066 -1.336479 1.844450 -0.645 -1.350 -1.219 0.3618
H -5.514886 -4.062426 -0.606199 0.448 1.299 -1.065 0.3507
H -6.112360 -2.602592 -1.612483 1.673 -0.906 0.532 0.3268
H -4.555200 -3.603545 -2.104554 -0.930 0.863 0.988 0.3149
C -1.473341 6.282325 -3.856974 0.104 -0.236 0.408 -1.0998
C -2.687405 5.400328 -3.752127 0.054 -0.339 0.434 0.8282
O -2.778074 4.551032 -2.882094 -0.020 0.466 -0.379 -0.5858
C -3.785422 5.605838 -4.761740 -0.295 -0.359 0.192 -0.9801
H -0.767292 6.020843 -3.066418 -0.063 0.043 -0.186 0.1872
H -0.987210 6.132319 -4.823149 -0.035 0.187 0.008 0.3337
H -1.762241 7.328886 -3.736620 0.020 0.001 -0.224 0.3880
H -3.402834 5.425739 -5.768615 -0.017 0.213 0.001 0.3374
H -4.177996 6.621877 -4.682097 0.123 0.021 -0.186 0.3592
H -4.596290 4.900557 -4.564143 0.112 0.074 -0.041 0.1536
C 3.063327 5.153666 -1.625586 -0.385 0.356 -0.170 -0.7617
C 2.486426 4.875211 -2.986425 -0.328 0.684 -0.162 0.8358
O 1.761011 5.679939 -3.546250 0.286 -0.441 0.161 -0.6004
C 2.839478 3.561331 -3.631788 -0.233 0.022 -0.374 -1.1248
H 2.725293 6.134735 -1.283119 0.036 -0.093 -0.113 0.3320
H 2.721124 4.397806 -0.915467 0.313 0.084 -0.154 0.1978
H 4.154289 5.157751 -1.677706 -0.030 -0.248 0.149 0.2390
H 2.487776 2.735478 -3.009690 0.218 -0.003 0.051 0.2865
H 3.920453 3.495200 -3.772941 -0.024 -0.141 0.177 0.3430
H 2.354030 3.495562 -4.608368 0.052 0.032 0.135 0.3165
C 4.636220 1.927248 2.215946 -0.074 0.387 -0.532 -1.0303
C 3.437556 2.502340 1.511088 0.279 0.315 -0.362 0.8479
O 3.556024 3.322745 0.611643 -0.154 -0.688 0.671 -0.5438
C 2.080079 2.026983 1.956861 -0.262 0.293 -0.333 -1.1264
H 5.546168 2.356923 1.794113 -0.105 -0.142 0.164 0.2211
H 4.595247 2.171353 3.278768 0.034 -0.278 -0.023 0.3399
H 4.663841 0.845745 2.077461 -0.112 0.084 0.253 0.3289
H 1.926306 2.275986 3.008920 0.045 -0.224 0.012 0.3539
H 1.996527 0.948396 1.807076 0.032 0.005 0.225 0.2615
H 1.308860 2.523825 1.363088 0.094 -0.062 0.074 0.3052
C -8.370408 2.516289 -1.228105 -0.106 -0.296 0.320 -1.1957
C -6.872369 2.514096 -1.072913 0.447 -0.307 0.409 0.6612
O -6.327064 1.848396 -0.209385 -0.334 0.269 -0.391 -0.4766
C -6.076185 3.365498 -2.025502 0.339 -0.054 0.269 -0.6143
H -8.813524 1.859384 -0.475794 0.066 0.079 -0.090 0.2452
H -8.757662 3.526963 -1.082079 -0.021 -0.019 -0.221 0.3699
H -8.641858 2.146617 -2.219307 -0.036 0.219 -0.027 0.3147
H -6.362415 4.414060 -1.914501 -0.134 -0.033 -0.186 0.4269
H -6.246712 3.032582 -3.052159 -0.093 0.168 -0.031 0.2306
H -5.011764 3.266801 -1.798083 -0.366 0.111 -0.052 -0.0543
C 7.867624 -1.408724 3.181546 0.123 0.405 -0.141 -1.1224
C 6.521511 -1.076933 3.768920 -0.386 0.637 0.051 0.8544
O 6.085779 0.061395 3.748926 0.397 -0.731 0.134 -0.5224
C 5.736426 -2.205409 4.381081 -0.255 0.328 0.121 -0.6892
H 8.319566 -0.500328 2.776512 -0.090 -0.100 0.069 0.2986
H 8.522951 -1.809927 3.957624 -0.057 -0.203 -0.113 0.2991
H 7.751854 -2.133174 2.372452 0.090 -0.142 0.166 0.3300
H 6.297644 -2.641740 5.210459 -0.012 -0.260 -0.211 -0.0406
H 5.526180 -2.965089 3.625050 0.176 -0.139 0.144 0.3463
H 4.788189 -1.820467 4.763960 0.124 -0.004 -0.085 0.2768
C -8.187426 0.700044 2.595137 0.312 -0.107 -0.332 -0.6375
C -7.445766 -0.004135 3.700387 0.695 -0.273 -0.173 0.7095
O -6.338059 -0.474433 3.518061 -0.600 0.259 0.200 -0.4920
C -8.127396 -0.103882 5.039648 0.296 -0.216 0.228 -1.2162
H -7.576392 0.696494 1.689053 -0.041 0.059 0.133 -0.0764
H -9.125600 0.180256 2.387265 -0.102 0.166 0.130 0.3614
H -8.383852 1.735942 2.880534 -0.192 -0.071 0.010 0.3833
H -9.062617 -0.659189 4.940390 -0.081 0.203 0.030 0.3241
H -8.321046 0.896202 5.433575 -0.205 -0.059 -0.055 0.3340
H -7.477100 -0.635453 5.738114 -0.075 0.072 -0.116 0.3110
C 7.494704 -3.170845 8.346353 -0.323 0.189 -0.243 -0.9826
C 7.792335 -4.336476 7.441489 -0.249 -0.132 -0.532 0.9108
O 7.213438 -4.476372 6.376905 0.252 0.065 0.516 -0.5757
C 8.831639 -5.322077 7.901766 -0.006 -0.326 -0.349 -1.0085
H 6.726580 -2.543238 7.887903 0.111 -0.075 0.023 0.2387
H 7.124028 -3.532528 9.307620 0.256 0.033 0.050 0.2479
H 8.396655 -2.571788 8.489713 -0.013 -0.095 0.197 0.3355
H 8.518505 -5.778544 8.843400 0.183 0.241 0.045 0.1936
H 9.792849 -4.818177 8.025388 -0.052 -0.019 0.201 0.3491
H 8.942568 -6.108393 7.151046 -0.016 0.155 0.030 0.2800
C 4.856809 -5.896791 11.281366 0.159 0.385 0.096 -1.1907
C 6.129401 -6.365973 10.628596 0.522 0.381 0.007 0.9219
O 7.118626 -5.654749 10.585868 -0.569 -0.366 0.102 -0.5678
C 6.133178 -7.747473 10.030510 0.400 0.033 -0.135 -1.1593
H 4.999774 -4.885169 11.667754 0.001 -0.145 -0.058 0.3011
H 4.047326 -5.880455 10.548421 -0.056 -0.179 0.117 0.3324
H 4.600753 -6.556374 12.113266 -0.149 -0.059 -0.149 0.3652
H 5.380350 -7.813177 9.242076 -0.093 -0.114 0.155 0.3325
H 5.933820 -8.489110 10.806947 -0.185 -0.001 -0.109 0.3813
H 7.114301 -7.951233 9.595469 -0.134 0.033 0.066 0.2747
C -6.669031 1.872848 -8.952019 -0.366 0.246 0.102 -1.1679
C -6.054992 1.735001 -7.583659 -0.163 0.305 0.654 0.7847
O -6.558988 2.263671 -6.608029 0.210 -0.232 -0.497 -0.5508
C -4.795307 0.919245 -7.468173 -0.134 0.209 0.324 -0.4270
H -7.570369 2.486308 -8.884301 0.125 -0.083 0.009 0.3152
H -5.963728 2.360457 -9.628463 0.011 -0.207 -0.076 0.3127
H -6.943642 0.888428 -9.337078 0.177 0.045 -0.125 0.3226
H -4.006560 1.365107 -8.078585 -0.032 -0.169 -0.129 0.3338
H -4.986405 -0.107119 -7.786638 0.174 0.073 -0.081 0.3196
H -4.467029 0.906447 -6.428206 -0.072 -0.013 -0.235 -0.2449
C 8.537051 5.764116 2.077520 0.247 -0.157 0.337 -1.2049
C 7.318310 4.884903 2.179427 -0.095 -0.497 0.497 0.7606
O 7.222911 4.034936 3.046196 0.083 0.474 -0.434 -0.5287
C 6.223047 5.097959 1.168163 -0.224 -0.309 0.293 -0.5008
H 9.241875 5.499093 2.868915 -0.110 0.021 -0.102 0.3192
H 9.023444 5.614688 1.111105 -0.087 0.202 -0.034 0.3146
H 8.251268 6.811170 2.199371 0.042 -0.004 -0.218 0.3246
H 6.607192 4.918657 0.161397 -0.039 0.206 -0.022 0.3172
H 5.834983 6.115787 1.250622 0.113 0.032 -0.198 0.4236
H 5.408412 4.396038 1.361811 0.205 0.281 -0.153 -0.2576
C 1.403804 -2.322793 -9.790373 0.133 -0.385 -0.113 -1.1097
C 0.771144 -2.638958 -8.460752 -0.028 -0.734 0.344 0.7940
O 0.757145 -3.774579 -8.021146 -0.008 0.595 -0.256 -0.5618
C 0.156703 -1.496708 -7.696392 -0.093 -0.233 0.320 -0.7388
H 1.805084 -3.239891 -10.227465 -0.065 0.116 0.083 0.3067
H 0.654830 -1.909836 -10.469592 0.117 0.184 0.043 0.3054
H 2.222423 -1.612968 -9.653139 -0.151 0.132 -0.095 0.3141
H -0.647981 -1.047514 -8.282827 0.132 0.170 0.004 0.2865
H 0.920213 -0.750379 -7.465935 -0.112 0.117 -0.161 0.3962
H -0.260556 -1.871608 -6.759083 0.057 0.057 -0.136 0.0120
```
Forces are in eV/Å.

Results
- 2S+1: 2
- Orbital gap (alpha / beta): 8.9 / 8.6 eV
- Net charge: 0

=====

Record 3
Below is 2 unconnected molecules or ions with the total composition C2H3N2O2S in a non-equilibrium geometry, with properties calculated with ωB97M-V/def2-TZVPD.

Geometry as XYZ:
```
10
Properties=species:S:1:pos:R:3:forces:R:3:mulliken_charge:R:1
C 1.606734 -2.036408 0.455872 1.315 -0.894 0.911 0.4466
C 0.609295 -1.200393 -0.030837 -1.050 2.560 1.062 -0.3766
N 2.427828 -2.652207 1.029450 -1.151 0.543 -0.980 -0.4729
N -0.050248 -0.354457 0.887566 0.678 -0.848 -1.400 -0.2890
O -2.090534 2.933544 -2.320166 0.481 0.352 0.815 -0.5432
O -1.054641 2.026322 -0.086242 0.714 1.273 0.983 -0.6172
S -1.744286 1.808666 -1.385418 -1.115 -1.470 -1.833 0.1385
H 0.558572 -0.707262 -1.017368 0.351 -1.050 0.372 0.2584
H -0.193589 0.601439 0.591447 -0.697 0.398 -0.610 0.2512
H -0.069130 -0.419243 1.875694 0.475 -0.863 0.680 0.2043
```
Forces are in eV/Å.

Results
- Orbital gap (alpha / beta): 8.3 / 5.0 eV
- Energy relative to the best compared isomer or geometry (same formula, charge and spin): 1.2153 eV
- Net charge: -1

=====

What is the net charge in the second record?
0